No. 1
DFT (ωB97M-V/def2-TZVPD) results for 2 unconnected molecules or ions with the total composition C3H8N2O.

Structure (XYZ):
```
14
Properties=species:S:1:pos:R:3:forces:R:3
C -0.902610 0.931660 0.888898 0.4 0.1 0.0
C -0.734698 0.412197 -0.510996 -2.4 -1.3 -0.8
N -1.048638 -1.042764 -0.623941 -1.1 1.5 -0.1
O -0.539528 1.052286 -1.514927 0.3 -0.5 0.9
H -1.324489 -1.318903 -1.557880 0.0 0.2 0.0
H -1.657316 -1.445983 0.076975 0.1 0.3 0.1
H -0.587623 1.971070 0.927478 -0.1 0.0 0.0
H -1.953001 0.851500 1.175760 0.0 0.0 -0.1
H -0.301735 0.357640 1.592718 0.0 -0.1 -0.1
C 1.605872 -0.496876 -0.369917 -1.3 -2.4 -0.7
N 1.996575 -0.281372 0.811582 -0.1 0.4 0.6
H 2.799170 0.351565 0.881482 0.0 -0.2 -0.2
H 2.146764 -0.129140 -1.256918 -0.1 0.1 0.1
H 0.501256 -1.212878 -0.520315 4.3 1.8 0.4
```
Positions in Å, forces in eV/Å.

As for the energy relative to the best compared isomer or geometry (same formula, charge and spin): 66.7 kcal/mol. The SMILES is CC(N)=O.C=N. For the energy, the calculation gives -8266.432 eV.

Atomic partial charges in e from the Mulliken method, atoms 1 to 8: atom 1 (C): -1.195, atom 2 (C): 0.631, atom 3 (N): -0.516, atom 4 (O): -0.533, atom 5 (H): 0.251, atom 6 (H): 0.230, atom 7 (H): 0.316, atom 8 (H): 0.360

***

No. 2
DFT (ωB97M-V/def2-TZVPD) results for C3H8N2O in the gas phase.

Structure (XYZ):
```
14
Properties=species:S:1:pos:R:3:forces:R:3
C -0.608430 -1.067033 0.705634 2.3 -0.1 0.5
C -0.060646 -0.322320 -0.569555 -0.7 0.9 1.0
C 0.467629 1.053125 0.046843 -1.3 2.5 0.6
H -1.259288 -0.368795 1.357794 1.4 -1.3 -0.7
H 0.508598 -1.499679 1.223676 -4.1 1.2 -0.9
H -1.229952 -1.877904 0.313826 0.3 -0.1 0.4
H 0.728640 -0.949418 -0.911880 0.9 -0.2 -0.5
H -1.826305 0.361444 -1.247968 0.5 -0.6 -0.6
H -0.815125 0.139309 -2.542268 0.2 -0.3 1.2
H 1.873511 1.726275 1.547681 -1.1 -1.2 -1.1
H 2.027028 0.020459 0.721037 -2.2 3.4 2.8
N -1.087199 -0.268239 -1.623962 -0.3 1.4 0.7
N 1.301131 0.894466 1.220936 3.1 -3.0 -3.6
O -0.019590 2.158312 -0.241795 1.1 -2.6 0.2
```
Positions in Å, forces in eV/Å.

As for the energy relative to the best compared isomer or geometry (same formula, charge and spin): 59.4 kcal/mol. The SMILES is C[C@@H](N)C(N)=O. For the energy, the calculation gives -8266.750 eV.

Atomic partial charges in e from the Mulliken method, atoms 1 to 8: atom 1 (C): -0.883, atom 2 (C): -0.070, atom 3 (C): 0.359, atom 4 (H): 0.235, atom 5 (H): 0.218, atom 6 (H): 0.414, atom 7 (H): 0.410, atom 8 (H): 0.277

***

No. 3
DFT (ωB97M-V/def2-TZVPD) results for C3H8N2O in the gas phase.

Structure (XYZ):
```
14
Properties=species:S:1:pos:R:3:forces:R:3
C 0.156222 -1.565704 0.453482 -0.3 0.1 0.1
N 0.534092 -0.184447 -0.040795 0.2 0.1 0.0
C 0.546493 -0.132091 -1.529150 0.0 -0.1 -0.1
C -0.095236 1.115901 0.466902 0.0 0.2 0.0
O 0.375716 2.184814 0.149502 -0.1 -0.7 0.1
N -1.144009 0.874284 1.252102 0.0 0.0 -0.1
H 0.091638 -1.483280 1.548653 0.1 -0.1 -0.1
H -0.828808 -1.796644 0.032363 0.0 0.1 0.0
H 1.506571 -0.143633 0.254568 0.1 0.4 -0.1
H 0.900787 0.841649 -1.873408 0.0 -0.2 0.1
H 1.187697 -0.946826 -1.859123 -0.1 0.1 0.0
H -0.472291 -0.311362 -1.881317 0.1 0.0 0.1
H -1.633200 1.648995 1.670218 0.1 -0.1 -0.1
H -1.386718 -0.092539 1.438525 0.0 0.1 0.0
```
Positions in Å, forces in eV/Å.

As for the energy relative to the best compared isomer or geometry (same formula, charge and spin): 75.6 kcal/mol. For the energy, the calculation gives -8266.047 eV.

Atomic partial charges in e from the Mulliken method, atoms 1 to 8: atom 1 (C): -1.074, atom 2 (N): 0.075, atom 3 (C): -1.004, atom 4 (C): 0.504, atom 5 (O): -0.583, atom 6 (N): -0.289, atom 7 (H): 0.284, atom 8 (H): 0.227

***

No. 4
DFT (ωB97M-V/def2-TZVPD) results for C3H8N2O in the gas phase.

Structure (XYZ):
```
14
Properties=species:S:1:pos:R:3:forces:R:3
C 0.928646 0.635761 -0.724042 -3.0 1.4 -1.1
C -0.518196 1.472175 -0.887201 2.3 -0.1 0.0
N 0.804560 -0.255723 0.362302 -0.6 -0.7 0.7
C -0.187485 -1.233439 0.339863 1.7 -0.7 -0.3
N -0.447238 -1.686454 1.602354 -0.8 -0.3 0.7
O -0.622887 -1.779931 -0.657284 -0.3 0.8 0.1
H 1.489102 -0.301496 1.101939 -0.3 0.1 -0.1
H -1.195030 -2.368972 1.615215 0.2 0.1 0.1
H -0.514543 -0.974357 2.315346 0.0 -0.2 0.0
H 1.763944 1.319870 -0.558135 -0.2 -0.1 -0.2
H 0.980142 0.088966 -1.666276 0.6 0.1 0.0
H -1.401795 0.855418 -1.070668 0.5 -0.3 0.2
H -0.410392 2.118751 -1.763523 0.0 0.0 0.1
H -0.668828 2.109431 -0.009891 0.0 -0.2 -0.1
```
Positions in Å, forces in eV/Å.

As for the energy relative to the best compared isomer or geometry (same formula, charge and spin): 12.3 kcal/mol. The SMILES is CCNC(N)=O. For the energy, the calculation gives -8268.794 eV.

Atomic partial charges in e from the Mulliken method, atoms 1 to 8: atom 1 (C): -0.450, atom 2 (C): -1.097, atom 3 (N): -0.211, atom 4 (C): 0.495, atom 5 (N): -0.529, atom 6 (O): -0.589, atom 7 (H): 0.269, atom 8 (H): 0.254

***

No. 5
DFT (ωB97M-V/def2-TZVPD) results for C3H8N2O in the gas phase.

Structure (XYZ):
```
14
Properties=species:S:1:pos:R:3:forces:R:3
C 0.005354 -0.359510 1.557397 1.2 -1.6 -0.2
C -1.145504 -0.116991 0.571515 -2.7 2.0 1.3
C 1.001650 0.399869 -2.046770 -3.2 2.6 2.9
H 1.088443 0.997930 0.702715 -0.2 -0.1 3.1
H 0.550879 -1.346508 1.252448 -0.3 1.7 0.2
H -0.340733 -0.604065 2.531535 -0.5 0.1 0.9
H -2.220355 -0.714082 0.579716 2.9 1.4 1.0
H -1.265133 1.044062 0.752716 -0.7 -2.2 -0.5
H -0.323359 -1.260797 -0.920924 -1.2 2.7 -0.1
H 0.869253 -0.646039 -2.338004 1.0 0.3 -0.7
H 1.564122 1.292986 -2.457856 -0.5 -1.8 0.3
N -0.746912 -0.224464 -0.785135 0.1 -4.2 0.1
N 0.055430 0.739607 -1.119555 4.9 0.4 -4.4
O 0.906866 0.798001 1.720202 -0.9 -1.3 -4.0
```
Positions in Å, forces in eV/Å.

As for the energy relative to the best compared isomer or geometry (same formula, charge and spin): 102.8 kcal/mol. The SMILES is C=NNCCO. For the energy, the calculation gives -8264.867 eV.

Atomic partial charges in e from the Mulliken method, atoms 1 to 8: atom 1 (C): -0.335, atom 2 (C): -0.539, atom 3 (C): -0.350, atom 4 (H): 0.346, atom 5 (H): 0.204, atom 6 (H): 0.334, atom 7 (H): 0.294, atom 8 (H): 0.325

***

No. 6
DFT (ωB97M-V/def2-TZVPD) results for C3H8N2O in the gas phase.

Structure (XYZ):
```
14
Properties=species:S:1:pos:R:3:forces:R:3
C -0.017439 0.306658 0.200477 0.5 -0.8 -1.5
C 0.453766 1.584565 -0.449603 -0.5 -0.2 0.1
C -0.161141 -0.884817 -0.446422 -0.2 2.7 0.9
N -0.307445 -2.075549 0.207699 0.0 -0.9 0.4
N -0.017194 0.331975 1.603791 0.0 -0.4 0.9
O -0.370918 -0.973073 -1.783048 0.0 1.3 -1.0
H -0.564738 -0.036790 -2.051216 0.2 -1.5 0.0
H 0.277937 -2.097475 1.039101 0.0 -0.4 -0.3
H -0.144921 -2.843768 -0.436965 -0.1 0.0 0.4
H -0.684378 -0.350699 1.965181 0.1 0.5 0.2
H -0.199781 1.260740 1.975023 -0.1 -0.4 -0.1
H -0.232269 2.402063 -0.204486 0.1 0.1 -0.1
H 1.450639 1.854564 -0.081480 -0.1 0.0 0.0
H 0.517882 1.521605 -1.538053 0.0 0.0 0.1
```
Positions in Å, forces in eV/Å.

As for the energy relative to the best compared isomer or geometry (same formula, charge and spin): 35.5 kcal/mol. The SMILES is C/C(N)=C(/N)O. For the energy, the calculation gives -8267.785 eV.

Atomic partial charges in e from the Mulliken method, atoms 1 to 8: atom 1 (C): 0.359, atom 2 (C): -1.416, atom 3 (C): 0.518, atom 4 (N): -0.574, atom 5 (N): -0.618, atom 6 (O): -0.561, atom 7 (H): 0.290, atom 8 (H): 0.259

***

No. 7
DFT (ωB97M-V/def2-TZVPD) results for a gas-phase ion, C3H8N2O (charge +1).

Structure (XYZ):
```
14
Properties=species:S:1:pos:R:3:forces:R:3
C 0.307598 -1.910153 1.489825 0.9 0.3 2.1
N -0.371528 -0.696549 1.243587 1.1 0.1 -0.4
C -0.656575 -0.355479 -0.160448 -0.6 0.6 -0.1
C 0.277917 0.810200 -0.576974 1.2 1.9 -1.2
N 0.149573 1.496497 -1.868711 -1.1 1.0 2.5
O 0.885723 -2.052206 2.562370 -1.1 0.0 -2.1
H 0.295321 -2.651817 0.665120 -0.1 0.3 0.3
H -0.141129 0.006019 2.058461 -1.0 -1.4 -2.3
H -1.686897 0.064252 -0.298291 0.7 -0.7 0.2
H -0.413747 -1.134678 -0.943246 -0.6 0.1 1.5
H 0.017871 1.609352 0.130012 0.0 0.1 0.4
H 1.321326 0.563437 -0.470644 0.3 -0.2 0.3
H -0.782090 1.937070 -1.885035 0.1 -0.6 -0.8
H 0.796637 2.314055 -1.946024 0.2 -1.4 -0.5
```
Positions in Å, forces in eV/Å.

As for the energy relative to the best compared isomer or geometry (same formula, charge and spin): 44.6 kcal/mol. As for the spin multiplicity: 2. For the energy, the calculation gives -8257.988 eV. As for the expectation value of S²: 0.76. The net charge is +1.

Atomic partial charges in e from the Mulliken method, atoms 1 to 8: atom 1 (C): 0.153, atom 2 (N): -0.156, atom 3 (C): -0.480, atom 4 (C): -0.541, atom 5 (N): -0.357, atom 6 (O): -0.436, atom 7 (H): 0.337, atom 8 (H): 0.358

***

No. 8
DFT (ωB97M-V/def2-TZVPD) results for 2 unconnected molecules or ions with the total composition C3H8N2O2.

Structure (XYZ):
```
15
Properties=species:S:1:pos:R:3:forces:R:3
C -0.950569 1.630305 0.807741 -2.5 0.0 0.8
C 2.475659 -0.702034 -0.382814 2.5 -1.4 -2.0
C 1.110533 -0.488172 -0.865443 -1.3 0.8 -0.8
N -3.160426 1.053891 0.295645 -1.0 0.0 1.3
N -2.035369 1.833580 0.151123 2.1 0.4 0.5
O 0.015337 2.543189 0.806701 1.5 1.8 -0.9
O 0.718032 -0.896417 -1.939903 0.1 0.4 1.0
H -0.705603 0.911473 1.657098 -0.8 0.4 -1.3
H 3.358721 -0.914246 -1.112897 -2.0 0.9 0.6
H 2.807882 -0.106917 0.387629 0.6 2.4 1.3
H 2.561303 -1.591209 0.167051 -0.7 -2.0 0.7
H 0.415598 0.149106 -0.170592 1.0 -1.2 -1.1
H -3.961651 1.667544 0.043521 0.9 -0.8 0.1
H -3.280640 0.835947 1.310848 -0.1 -0.1 -1.1
H -0.158029 3.354575 0.247878 -0.2 -1.6 0.7
```
Positions in Å, forces in eV/Å.

As for the energy relative to the best compared isomer or geometry (same formula, charge and spin): 87.0 kcal/mol. The SMILES is N/N=C/O.CC=O. For the energy, the calculation gives -10313.178 eV.

Atomic partial charges in e from the Mulliken method, atoms 1 to 8: atom 1 (C): -0.079, atom 2 (C): -1.042, atom 3 (C): 0.718, atom 4 (N): -0.559, atom 5 (N): -0.239, atom 6 (O): -0.480, atom 7 (O): -0.499, atom 8 (H): 0.457